Entry P
Molecular formula: C4H13N3O
Method: DFT, wB97M-V/def2-TZVPD

The charge is -1. As for the multiplicity: 2. The calculation puts the LUMO energy (spin up / spin down) at 3.9 / 3.7 eV. The value obtained for the HOMO energy (spin up / spin down) is 1.2 / -5.2 eV. Its frontier orbital gap (spin up / spin down) is 2.715 / 8.943 eV. As for the expectation value of S²: 0.751.

The geometry in XYZ format:
```
21
C4H13N3O (wB97M-V/def2-TZVPD)
C 2.347 -1.649 1.185
C 0.838 -1.804 0.934
C 0.386 -0.770 -0.093
N -1.053 -0.921 -0.458
C -1.595 0.378 -0.806
N -2.370 0.859 0.214
N -1.413 0.823 -1.953
H 2.762 -2.473 1.760
H 2.795 -1.690 0.188
H 2.479 -0.635 1.541
H 0.541 -2.808 0.627
H 0.214 -1.625 1.809
H 0.923 -0.877 -1.039
H 0.616 0.208 0.305
H -1.032 -1.604 -1.169
H -2.371 0.376 1.100
H -2.305 1.846 0.304
H -1.643 1.468 -2.674
H 1.984 1.719 0.285
H 1.433 3.161 -0.104
O 1.912 2.637 0.565
```

Entry Q
Molecular formula: C4H13N3O
Method: DFT, wB97M-V/def2-TZVPD

The charge is -1. As for the multiplicity: 2. The calculation puts the LUMO energy (spin up / spin down) at 3.9 / 3.8 eV. The value obtained for the HOMO energy (spin up / spin down) is 1.1 / -4.2 eV. Its frontier orbital gap (spin up / spin down) is 2.790 / 8.053 eV. As for the expectation value of S²: 0.750.

The geometry in XYZ format:
```
21
C4H13N3O (wB97M-V/def2-TZVPD)
C 1.601 0.693 -1.783
N 0.151 0.733 -1.561
C -0.147 2.171 -0.498
O 0.507 3.180 -0.884
H 2.000 1.643 -1.423
H 1.844 0.571 -2.838
H 2.023 -0.144 -1.232
H -0.449 0.923 -2.352
H 0.227 1.684 0.434
H -1.248 2.131 -0.572
C -0.050 -1.252 1.779
C -1.124 -1.356 0.990
N -1.890 -0.317 0.419
N 0.603 -2.395 2.300
H 0.368 -0.320 2.133
H -1.496 -2.342 0.761
H -2.883 -0.488 0.487
H -1.664 0.589 0.801
H -0.194 -0.096 -1.075
H 0.225 -3.266 1.958
H 1.596 -2.343 2.155
```

Looking at the structures above, which would you pick as the most stable? I would pick entry P.